Record 1
{
  "formula": "C36H55FN4O15S2",
  "method": "ωB97M-V/def2-TZVPD",
  "e_tot_ev": -99274.49541,
  "lumo_ev": -0.5,
  "homo_lumo_gap_ev": 8.79,
  "homo_energy_ev": -9.27,
  "symbols": ["C", "C", "N", "C", "N", "C", "C", "C", "C", "C", "C", "O", "O", "C", "C", "C", "C", "C", "O", "C", "O", "C", "O", "C", "C", "O", "C", "S", "S", "O", "O", "F", "C", "C", "O", "C", "O", "C", "C", "O", "H", "H", "H", "H", "H", "H", "H", "H", "H", "H", "H", "H", "H", "H", "H", "H", "H", "H", "H", "H", "H", "H", "H", "H", "H", "H", "H", "H", "H", "H", "H", "H", "H", "H", "H", "H", "H", "H", "H", "H", "H", "H", "H", "H", "H", "C", "C", "C", "C", "C", "C", "N", "O", "O", "H", "H", "H", "H", "H", "C", "C", "C", "C", "C", "C", "N", "O", "O", "H", "H", "H", "H", "H"],
  "positions_angstrom": [[-0.04307, -0.23805, 4.55352], [0.08438, -1.31787, 3.52880], [-0.22000, -2.49251, 3.88620], [0.73411, -1.04362, 2.16636], [-0.11672, -0.90795, 0.91807], [-0.97692, -2.13965, 0.83941], [-1.65264, -2.49252, -0.48181], [-2.02871, -3.98364, -0.32532], [-2.94580, -1.69353, -0.74557], [-0.98808, 0.33068, 0.74781], [-2.25872, 0.47056, 1.61918], [-2.27193, -0.14089, 2.69635], [-3.11378, 1.20306, 1.10525], [-0.09706, 1.56229, 0.46474], [0.37760, 2.12940, 1.84766], [-0.19584, 3.48353, 2.31993], [-1.52870, 3.42024, 3.10142], [-2.74999, 3.96321, 2.39150], [-2.71764, 5.39836, 2.43808], [-0.78351, 2.59321, -0.40088], [-1.66318, 1.97747, -1.33000], [-2.51948, 2.92583, -1.89989], [-3.19659, 2.41274, -3.00513], [-2.53146, 1.40558, -3.75425], [-3.24320, 1.29865, -5.11096], [-2.32373, 1.03826, -6.15858], [1.06767, 0.81450, -0.36088], [1.10902, 1.16643, -2.19128], [2.76991, 1.26598, 0.06103], [3.10194, 0.81243, 1.37087], [3.66521, 0.97628, -1.00193], [2.61728, 2.81546, 0.12520], [0.80821, -0.73474, -0.23598], [2.00194, -1.71152, -0.31266], [2.54597, -1.80749, -1.59092], [1.89193, -2.73476, -2.42441], [2.45860, -2.64547, -3.68392], [1.66772, -1.98232, -4.65121], [2.56232, -1.37417, -5.75895], [3.90226, -1.21165, -5.32728], [-0.38042, -0.68139, 5.48345], [0.94763, 0.19162, 4.73268], [-0.74756, 0.52584, 4.25728], [-0.02977, -3.17494, 3.15197], [1.41981, -1.87434, 2.02133], [1.36384, -0.16277, 2.23716], [-1.74035, -2.07261, 1.61042], [-0.33327, -2.97475, 1.11581], [-1.00998, -2.45974, -1.35986], [-2.62351, -4.12923, 0.57675], [-2.59669, -4.32951, -1.18256], [-1.12372, -4.58827, -0.23803], [-3.63541, -2.31748, -1.30782], [-3.40828, -1.38310, 0.18730], [-2.75102, -0.80618, -1.34766], [-1.42356, 0.13569, -0.23544], [0.06890, 1.41312, 2.59525], [1.45390, 2.19205, 1.94455], [0.54470, 3.87534, 3.01802], [-0.24884, 4.23285, 1.53169], [-1.41186, 4.04101, 3.99134], [-1.72229, 2.41468, 3.46947], [-3.63888, 3.61637, 2.92237], [-2.85703, 3.60413, 1.37106], [-2.93419, 5.72747, 1.56474], [-1.36978, 3.27952, 0.20567], [-0.05749, 3.20822, -0.94181], [-1.95281, 3.82236, -2.20325], [-3.26875, 3.23471, -1.16469], [-1.49697, 1.67917, -3.97333], [-2.58907, 0.46996, -3.19526], [-3.68548, 2.27042, -5.30222], [-4.00447, 0.52104, -5.05755], [-2.04290, 0.12124, -6.11795], [-0.16562, 0.83786, -2.43519], [0.28342, -0.92694, -1.16372], [1.61695, -2.69301, 0.00337], [2.78083, -1.45818, 0.40219], [2.05038, -3.75493, -2.06186], [0.81754, -2.52259, -2.48809], [1.01405, -2.72575, -5.11449], [1.08641, -1.17632, -4.20325], [2.17752, -0.37828, -5.99045], [2.49303, -1.96069, -6.67344], [4.46853, -1.67179, -5.94764], [6.54441, 2.38712, -1.00296], [7.42942, 3.37103, -1.42563], [8.74508, 3.35735, -0.99201], [9.15194, 2.34905, -0.13863], [8.28683, 1.36356, 0.29821], [6.97275, 1.38779, -0.14019], [10.55339, 2.31882, 0.31210], [11.28715, 3.20722, -0.06934], [10.89197, 1.40706, 1.03835], [5.52197, 2.39497, -1.34722], [7.09466, 4.14952, -2.09717], [9.44048, 4.11733, -1.31463], [8.63044, 0.58926, 0.96724], [6.28012, 0.62481, 0.18754], [-5.83099, -2.58707, 4.69333], [-6.00862, -1.80022, 3.56386], [-5.89686, -2.36129, 2.30302], [-5.60618, -3.70929, 2.19985], [-5.41846, -4.50959, 3.31180], [-5.53404, -3.93817, 4.56748], [-5.48252, -4.30757, 0.86253], [-5.62489, -3.57322, -0.09435], [-5.21079, -5.48925, 0.78856], [-5.92095, -2.14501, 5.67647], [-6.23073, -0.74742, 3.66312], [-6.02622, -1.75521, 1.41909], [-5.18554, -5.55803, 3.20269], [-5.39063, -4.54723, 5.44899]]
}

---

Record 2
{
  "formula": "C36H55O4RuS3Se",
  "method": "ωB97M-V/def2-TZVPD",
  "s2": 8.781,
  "e_tot_ev": -146847.56436,
  "lumo_ev": [0.1, -1.4],
  "multiplicity": 6,
  "relative_energy_kj_mol": 148.4,
  "homo_lumo_gap_ev": [6.64, 5.94],
  "homo_energy_ev": [-6.52, -7.34],
  "symbols": ["Ru", "C", "C", "S", "C", "C", "S", "C", "C", "S", "H", "H", "H", "H", "H", "H", "H", "H", "H", "H", "H", "H", "C", "C", "C", "C", "C", "C", "C", "Se", "C", "C", "C", "C", "C", "C", "O", "C", "C", "C", "C", "C", "C", "C", "C", "C", "O", "C", "C", "C", "C", "C", "C", "H", "H", "H", "H", "H", "H", "H", "H", "H", "H", "H", "H", "H", "H", "H", "H", "H", "H", "H", "H", "H", "H", "H", "H", "H", "H", "H", "H", "H", "H", "H", "H", "H", "H", "H", "H", "H", "H", "H", "H", "C", "O", "C", "O", "H", "H", "H"],
  "positions_angstrom": [[-0.93504, -0.30541, 2.11644], [-1.12341, -2.34076, 4.95013], [-1.62929, -1.06874, 5.61346], [-2.05034, 0.21708, 4.40218], [-1.22682, 1.65653, 5.14361], [0.27431, 1.53061, 5.40575], [1.20812, 1.12811, 3.90434], [2.25014, -0.26104, 4.39600], [1.54333, -1.51647, 4.88358], [0.23792, -2.14335, 3.77845], [-1.91937, -2.78257, 4.35190], [-0.84308, -3.06655, 5.71601], [-0.90379, -0.67124, 6.31972], [-2.52771, -1.31062, 6.18267], [-1.74213, 1.89711, 6.07535], [-1.42004, 2.46937, 4.44444], [0.47968, 0.78521, 6.17378], [0.62477, 2.48620, 5.79890], [2.97447, 0.05030, 5.15153], [2.80365, -0.47182, 3.47880], [1.09779, -1.35051, 5.86475], [2.28112, -2.31097, 5.00189], [4.07251, 4.76749, -1.54182], [2.63458, 4.38044, -1.91595], [1.74277, 5.61069, -1.75249], [2.58655, 3.94739, -3.38899], [2.17944, 3.22402, -1.03533], [1.11304, 3.29694, -0.18533], [0.70485, 2.19646, 0.59343], [-0.78733, 2.43210, 1.67697], [-1.67450, -0.48011, 0.09754], [-2.06080, 0.52368, -0.78313], [-2.38447, 0.28231, -2.11535], [-2.35872, -1.02774, -2.57515], [-2.04296, -2.10275, -1.74066], [-1.72885, -1.76349, -0.42976], [-1.42128, -2.84986, 0.44597], [-2.03494, -3.54695, -2.25683], [-0.62182, -4.13838, -2.13574], [-2.43590, -3.61806, -3.73448], [-3.03546, -4.41581, -1.47324], [-2.69974, 1.47102, -3.02394], [-3.86283, 2.28227, -2.43661], [-3.08738, 1.03907, -4.43886], [-1.45267, 2.36448, -3.11476], [1.43597, 0.94650, 0.52548], [1.13354, -0.06093, 1.24311], [2.55492, 0.87153, -0.39000], [2.87906, 1.99126, -1.10384], [3.40232, -0.39448, -0.61960], [4.83211, -0.11343, -0.13011], [2.91709, -1.67643, 0.07101], [3.43410, -0.70834, -2.12570], [4.40800, 5.60870, -2.15265], [4.76661, 3.94097, -1.70154], [4.13157, 5.05924, -0.49180], [2.09403, 6.40596, -2.41222], [1.76515, 5.99048, -0.72949], [0.70643, 5.39020, -2.01524], [2.87134, 4.78109, -4.03477], [1.57895, 3.62811, -3.66257], [3.26878, 3.12102, -3.59275], [0.52987, 4.20311, -0.09605], [-2.07122, 1.54994, -0.44024], [-2.59969, -1.22412, -3.60685], [0.08189, -3.56815, -2.74591], [-0.61963, -5.17148, -2.49296], [-0.26864, -4.13114, -1.10670], [-1.76746, -3.03058, -4.36547], [-3.45864, -3.27104, -3.89428], [-2.37805, -4.65553, -4.06788], [-2.65678, -4.68300, -0.48792], [-3.21735, -5.34687, -2.01467], [-3.98986, -3.89998, -1.35329], [-4.75044, 1.65695, -2.32343], [-4.11098, 3.11635, -3.09738], [-3.61390, 2.69263, -1.45768], [-3.96875, 0.39444, -4.43487], [-2.27351, 0.50689, -4.93532], [-3.32050, 1.92103, -5.03839], [-1.14788, 2.72522, -2.13065], [-1.65124, 3.23079, -3.75177], [-0.61222, 1.80954, -3.53816], [3.72427, 1.94052, -1.77924], [4.82780, 0.17081, 0.92443], [5.29901, 0.69664, -0.69293], [5.45199, -1.00623, -0.24182], [2.99226, -1.61546, 1.15516], [3.55075, -2.49967, -0.27037], [1.88299, -1.91043, -0.17707], [3.79918, 0.12659, -2.72305], [2.43312, -0.96408, -2.47923], [4.09011, -1.56181, -2.31117], [-2.80114, -4.84543, 2.87136], [-1.80005, -4.10706, 2.16206], [-2.24010, -3.03636, 1.46847], [-3.20215, -2.37446, 1.75431], [-2.75644, -5.87300, 2.51684], [-3.78599, -4.41829, 2.69778], [-2.57900, -4.82443, 3.93784]]
}